Entry 1:
2 unconnected molecules or ions with the total composition C3H5NO3 in a non-equilibrium geometry. Source: the Open Molecules 2025 dataset; level of theory: ωB97M-V/def2-TZVPD.

Calculated values
HOMO-LUMO gap = 9.66 eV

Cartesian coordinates (Å):
C -0.470 0.200 -0.702
C -0.400 -1.122 -1.478
C 0.059 0.262 0.781
N -0.257 -1.397 -2.908
O -1.021 -2.104 -3.487
O 0.709 -0.826 -3.392
O -1.591 -0.617 -1.044
H -0.319 1.081 -1.357
H 0.084 -2.440 -0.419
H 1.010 -0.269 1.016
H -0.632 -0.150 1.590
H 0.303 1.280 1.129

---

Entry 2:
A molecular structure, C8H4Cl6Cr2O8S in a non-equilibrium geometry. Source: the Open Molecules 2025 dataset; level of theory: ωB97M-V/def2-TZVPD.

Calculated values
multiplicity = 9
HOMO-LUMO gap (alpha / beta) = 5.84 / 6.26 eV

Cartesian coordinates (Å):
Cr 1.239 2.586 1.054
Cr -1.238 -2.448 1.304
S 2.913 2.297 2.221
O 4.270 1.801 2.185
O 1.939 1.390 1.653
O 2.679 2.261 3.664
O 2.489 3.532 1.534
C -1.511 0.763 1.717
C -1.732 -0.484 1.194
C -0.861 -1.011 0.064
O -0.896 -2.211 -0.460
C 0.172 -0.303 -0.382
C 0.463 1.040 0.105
C -0.460 1.644 1.231
O -0.171 2.749 1.556
O 1.466 1.786 -0.195
O -2.501 -1.348 1.792
H -2.068 0.965 2.620
H 0.855 -0.711 -1.113
C -0.149 -3.915 -1.909
Cl 1.194 -5.034 -1.625
Cl -1.493 -4.174 -0.683
Cl -0.687 -3.771 -3.549
H 0.139 -2.900 -1.633
C -1.133 0.981 -2.461
Cl -1.970 0.494 -3.919
Cl -2.286 1.393 -1.145
Cl -0.181 2.413 -2.782
H -0.481 0.216 -2.038

---

Entry 3:
A single C5H5NO molecule in a non-equilibrium geometry. Source: the Open Molecules 2025 dataset; level of theory: ωB97M-V/def2-TZVPD.

Calculated values
HOMO-LUMO gap (alpha / beta) = 7.63 / 7.03 eV

Cartesian coordinates (Å):
O 0.164 0.541 -2.024
C -0.089 0.346 -0.721
C -1.269 -0.306 -0.305
C -0.749 -1.466 0.707
N 0.370 -1.436 1.291
C 0.859 0.683 0.279
C 1.054 -0.184 1.311
H 1.121 0.524 -2.179
H 0.677 1.755 0.187
H -1.929 0.254 0.368
H -1.825 -0.709 -1.143
H 1.617 -0.002 2.229

---

Entry 4:
12 unconnected molecules or ions with the total composition C30H54N8O4S4 in a non-equilibrium geometry. Source: the Open Molecules 2025 dataset; level of theory: ωB97M-V/def2-TZVPD.

Calculated values
HOMO-LUMO gap = 8.17 eV

Cartesian coordinates (Å):
C -2.470 6.471 4.413
S -2.395 7.596 5.851
O -1.282 8.504 5.394
C -3.805 8.677 5.475
H -1.538 5.923 4.276
H -2.684 6.964 3.464
H -3.266 5.730 4.492
H -3.802 9.422 6.270
H -4.723 8.093 5.540
H -3.416 9.064 4.533
C -0.837 -7.890 -5.723
S 0.074 -6.230 -5.767
O 1.180 -6.376 -4.732
C -1.298 -5.142 -5.106
H -0.884 -8.074 -4.650
H -0.297 -8.673 -6.256
H -1.908 -7.948 -5.916
H -2.160 -5.099 -5.772
H -0.884 -4.160 -4.878
H -1.645 -5.527 -4.147
C 0.834 -8.753 -0.224
S 0.201 -6.990 -0.136
O -1.307 -7.050 -0.165
C 0.592 -6.678 1.659
H 0.104 -9.307 0.366
H 1.832 -8.923 0.180
H 0.779 -9.131 -1.245
H 1.416 -7.340 1.925
H -0.316 -6.910 2.217
H 0.735 -5.598 1.700
C -0.800 2.331 -0.449
S -0.307 0.686 -1.007
O 0.965 0.468 -0.201
C -1.583 -0.411 -0.318
H 0.106 2.920 -0.590
H -1.230 2.316 0.553
H -1.491 2.783 -1.161
H -1.130 -1.379 -0.531
H -2.501 -0.519 -0.897
H -1.663 -0.344 0.767
C 1.434 -0.648 4.240
C 0.186 0.131 4.318
N -0.808 0.726 4.370
H 1.489 -1.213 3.310
H 1.613 -1.341 5.062
H 2.211 0.116 4.242
C -4.219 6.090 -4.434
C -4.597 6.002 -5.814
N -4.920 5.883 -6.921
H -4.267 5.051 -4.110
H -4.706 6.781 -3.745
H -3.145 6.271 -4.410
C -6.294 2.796 0.580
C -6.674 2.928 -0.851
N -6.975 2.981 -1.973
H -7.174 2.832 1.222
H -5.725 3.712 0.743
H -5.653 1.944 0.806
C 5.316 -1.779 -3.340
C 6.778 -1.564 -3.256
N 7.931 -1.456 -3.256
H 4.930 -1.459 -4.308
H 4.876 -1.290 -2.471
H 5.128 -2.852 -3.294
C 3.677 4.000 -6.549
C 2.516 4.427 -5.760
N 1.555 4.737 -5.192
H 3.533 3.562 -7.536
H 4.191 3.273 -5.921
H 4.351 4.857 -6.544
N 5.933 -3.053 4.375
C 5.493 -3.953 3.465
C 5.193 -3.304 2.288
C 5.357 -1.957 2.532
C 5.750 -1.767 3.867
H 6.350 -3.303 5.261
H 5.587 -5.007 3.682
H 5.015 -3.714 1.305
H 5.197 -1.133 1.853
H 5.865 -0.867 4.453
N 6.362 4.868 3.140
C 6.326 6.171 3.437
C 5.525 6.833 2.555
C 4.956 5.808 1.715
C 5.504 4.599 2.131
H 6.954 4.165 3.558
H 6.968 6.502 4.240
H 5.272 7.878 2.454
H 4.286 5.879 0.871
H 5.449 3.587 1.756
N -7.655 -3.080 0.455
C -7.470 -3.803 -0.702
C -6.200 -4.285 -0.556
C -5.562 -3.943 0.692
C -6.630 -3.352 1.410
H -8.465 -2.542 0.726
H -8.182 -3.881 -1.510
H -5.666 -4.839 -1.314
H -4.608 -4.358 0.980
H -6.661 -3.143 2.469

---

Entry 5:
A gas-phase ion, C7H12N3O2 (charge +1) in a non-equilibrium geometry. Source: the Open Molecules 2025 dataset; level of theory: ωB97M-V/def2-TZVPD.

Calculated values
SMILES = CCC1=NC=[NH+][C@]1(CC)[N+](=O)[O-]
net charge = +1
HOMO-LUMO gap = 9.62 eV

Cartesian coordinates (Å):
C -3.154 -0.028 1.037
C -1.795 0.619 0.775
C -0.892 -0.327 0.137
N -1.247 -1.430 -0.380
C -0.242 -2.127 -0.900
N 0.888 -1.556 -0.943
C 0.581 -0.096 0.021
C 1.065 1.130 -0.681
C 2.543 1.107 -1.131
N 1.404 -0.255 1.263
O 0.974 0.429 2.132
O 2.407 -0.908 1.278
H -3.759 -0.208 0.079
H -3.581 0.516 1.897
H -3.262 -1.066 1.493
H -1.488 1.070 1.709
H -2.013 1.351 0.044
H -0.406 -3.147 -1.259
H 1.681 -1.848 -1.341
H 0.508 1.375 -1.543
H 0.909 1.924 0.045
H 2.888 0.356 -1.894
H 3.251 1.019 -0.330
H 2.743 2.100 -1.505

---

Entry 6:
A molecular structure, C39H48Br3N13O6P2Y. Source: the Open Molecules 2025 dataset; level of theory: ωB97M-V/def2-TZVPD.

Calculated values
net charge = +1
HOMO-LUMO gap = 7.42 eV

Cartesian coordinates (Å):
Y -0.951 0.319 1.647
Br -1.612 3.582 -7.089
C -2.988 2.935 -5.956
C -3.319 3.647 -4.814
C -4.350 3.197 -4.004
C -5.047 2.043 -4.349
C -4.725 1.361 -5.516
C -3.678 1.789 -6.314
N -6.239 1.610 -3.665
N -6.320 1.491 -2.434
C -5.189 1.648 -1.559
C -5.282 2.573 -0.553
C -4.251 2.764 0.379
C -3.129 1.964 0.364
O -2.153 2.044 1.245
C -3.050 0.950 -0.650
N -1.959 0.128 -0.599
C -1.840 -0.841 -1.475
C -2.813 -1.095 -2.456
C -3.926 -0.303 -2.508
C -4.070 0.777 -1.607
H -2.790 4.558 -4.567
H -4.626 3.758 -3.123
H -5.320 0.502 -5.801
H -3.423 1.258 -7.221
H -6.178 3.180 -0.494
H -4.345 3.516 1.151
H -0.953 -1.461 -1.397
H -2.682 -1.922 -3.140
H -4.707 -0.513 -3.227
C 3.043 -2.097 4.518
N 2.007 -1.087 4.664
C 2.460 0.175 5.245
P 0.405 -1.299 4.467
O -0.269 -0.150 3.797
O 0.328 -2.648 3.589
P 0.273 -2.943 2.001
O 0.131 -1.664 1.235
N 1.659 -3.668 1.552
C 1.976 -5.039 1.934
C 2.773 -2.935 0.959
N -0.903 -4.052 1.914
C -1.853 -4.414 2.963
C -1.330 -4.429 0.565
N -0.302 -1.614 5.894
C 0.343 -2.478 6.876
C -1.761 -1.534 6.021
H 3.511 -2.313 5.483
H 3.818 -1.737 3.837
H 2.629 -3.020 4.119
H 2.895 0.011 6.235
H 1.624 0.865 5.341
H 3.214 0.632 4.601
H 1.103 -5.528 2.358
H 2.787 -5.060 2.668
H 2.298 -5.601 1.055
H 2.471 -1.917 0.735
H 3.081 -3.418 0.029
H 3.629 -2.921 1.639
H -1.487 -4.097 3.934
H -1.966 -5.500 2.967
H -2.820 -3.944 2.784
H -0.548 -4.199 -0.160
H -2.239 -3.888 0.290
H -1.524 -5.502 0.533
H 1.426 -2.421 6.784
H 0.032 -3.521 6.761
H 0.068 -2.146 7.877
H -2.180 -0.939 5.214
H -2.010 -1.076 6.979
H -2.208 -2.532 5.984
C -0.221 2.968 3.784
O 0.348 2.272 2.670
C 1.279 2.940 1.920
C 1.950 4.074 2.332
C 2.876 4.654 1.468
Br 3.810 6.191 2.042
C 3.088 4.156 0.202
C 2.379 3.029 -0.220
C 1.527 2.389 0.663
O 0.851 1.240 0.361
C 2.451 2.633 -1.638
N 3.527 2.567 -2.367
C 3.072 2.252 -3.639
C 3.781 2.121 -4.833
C 3.060 1.893 -5.992
C 1.658 1.789 -5.976
C 0.937 1.914 -4.801
C 1.670 2.151 -3.642
N 1.299 2.385 -2.340
H 0.521 3.092 4.573
H -1.038 2.352 4.146
H -0.603 3.935 3.461
H 1.772 4.511 3.303
H 3.768 4.639 -0.485
H 1.287 0.665 -0.346
H 4.858 2.227 -4.843
H 3.581 1.822 -6.939
H 1.123 1.629 -6.904
H -0.144 1.851 -4.799
H 0.366 2.403 -1.966
Br -3.119 -1.137 2.343
N 4.585 -2.404 -4.468
C 3.576 -1.753 -3.877
N 2.643 -1.174 -4.654
N 3.535 -1.779 -2.552
C 2.605 -1.089 -1.951
N 1.813 -0.475 -1.366
H 4.667 -2.467 -5.465
H 5.266 -2.858 -3.886
H 2.889 -0.934 -5.603
H 2.042 -0.479 -4.227